Entry from the Open Molecules 2025 dataset: an isolated molecule of C10H15N5O4 (ωB97M-V/def2-TZVPD).

The calculation puts the gap between HOMO and LUMO at 9.546 eV. As for the SMILES: NC(=O)C[C@H](N)C(=O)N[C@@H](Cc1c[nH]cn1)C(=O)O. As for the HOMO energy: -9.07 eV. The total energy comes out at -964.85978 hartree.

Element x y z (Å)
1 N -3.860 1.866 0.024
2 C -2.915 1.010 -0.402
3 O -1.902 1.266 -0.970
4 C -3.152 -0.415 0.032
5 C -1.872 -1.293 -0.033
6 N -2.168 -2.689 0.132
7 C -0.885 -0.702 1.005
8 O -1.291 -0.144 2.018
9 N 0.435 -1.021 0.842
10 C 1.122 -1.374 -0.402
11 C 1.382 -0.088 -1.271
12 C 2.114 1.042 -0.545
13 C 2.080 2.394 -0.743
14 N 2.810 2.960 0.268
15 C 3.173 1.948 1.071
16 N 2.807 0.787 0.634
17 C 2.460 -2.149 -0.215
18 O 2.754 -3.040 -1.004
19 O 3.254 -1.800 0.771
20 H -3.771 2.763 -0.411
21 H -4.841 1.652 -0.001
22 H -3.936 -0.827 -0.603
23 H -3.536 -0.437 1.054
24 H -1.435 -1.088 -1.051
25 H -1.400 -3.305 0.291
26 H -2.705 -2.761 1.018
27 H 1.001 -0.671 1.595
28 H 0.476 -2.024 -1.075
29 H 0.356 0.172 -1.586
30 H 1.937 -0.338 -2.175
31 H 1.648 2.962 -1.557
32 H 2.984 3.949 0.432
33 H 3.811 2.175 1.934
34 H 3.066 -0.780 0.923

Force components x, y, z for each atom (eV/Å):
N -0.735 1.895 -0.553
C -0.576 -2.841 1.438
O 1.624 1.650 -1.211
C -0.062 -1.212 0.283
C 0.489 2.141 -1.435
N -1.769 -0.052 1.429
C -0.317 -0.821 0.355
O 0.389 -0.140 -0.531
N -0.076 -0.203 -0.266
C 0.038 0.123 -1.117
C -0.131 0.046 0.226
C -1.143 -0.447 0.306
C -0.169 -0.252 -1.106
N -0.361 0.153 -0.009
C 1.739 1.126 1.505
N -0.516 -0.073 -0.656
C -0.298 -1.650 -1.405
O -0.621 1.131 1.013
O -0.339 1.632 0.367
H 0.395 0.702 -0.053
H -0.037 -0.910 0.388
H 0.029 -0.270 -0.154
H 0.016 0.114 -0.031
H -0.395 -0.477 0.855
H 0.962 -0.041 -0.239
H 0.239 -0.116 -0.803
H 0.243 0.095 0.117
H 0.837 0.595 1.178
H 0.553 0.626 0.111
H -0.002 -0.296 -0.013
H 0.025 -0.058 0.284
H -0.117 -0.598 -0.122
H -0.461 -0.471 -0.293
H 0.544 -1.102 0.141

Here are the natural (NBO) charges for atoms 1 to 6, given in e: atom 1 (N): -0.810, atom 2 (C): 0.701, atom 3 (O): -0.616, atom 4 (C): -0.514, atom 5 (C): -0.137, atom 6 (N): -0.814

Entry from the Open Molecules 2025 dataset: an isolated molecule of C10H15N7OS2 (ωB97M-V/def2-TZVPD).

The calculation puts the gap between HOMO and LUMO at 9.290 eV. As for the SMILES: CCCn1nnnc1SCC(=O)Nc1nnc(CC)s1. As for the HOMO energy: -9.02 eV. The total energy comes out at -1644.93333 hartree.

Element x y z (Å)
1 C -4.419 1.570 -0.704
2 C -2.929 1.681 -0.999
3 C -2.226 2.632 -0.026
4 N -2.279 2.139 1.319
5 N -3.102 2.615 2.258
6 N -2.918 1.940 3.312
7 N -1.999 1.002 3.141
8 C -1.592 1.118 1.892
9 S -0.418 0.165 1.048
10 C 0.263 -0.747 2.477
11 C 1.580 -0.144 2.878
12 O 1.780 0.426 3.918
13 N 2.615 -0.258 1.962
14 C 2.626 -0.857 0.740
15 N 1.642 -1.467 0.174
16 N 1.933 -1.957 -1.022
17 C 3.130 -1.751 -1.419
18 C 3.703 -2.195 -2.710
19 C 2.685 -2.964 -3.543
20 S 4.095 -0.846 -0.239
21 H -4.891 0.881 -1.400
22 H -4.590 1.205 0.306
23 H -4.900 2.541 -0.798
24 H -2.458 0.698 -0.933
25 H -2.777 2.060 -2.010
26 H -1.175 2.749 -0.307
27 H -2.719 3.607 -0.020
28 H -0.454 -0.647 3.292
29 H 0.379 -1.778 2.149
30 H 3.480 0.175 2.264
31 H 4.055 -1.315 -3.257
32 H 4.579 -2.820 -2.507
33 H 2.347 -3.845 -3.005
34 H 3.133 -3.273 -4.483
35 H 1.820 -2.341 -3.748

Force components x, y, z for each atom (eV/Å):
C 0.195 -0.071 -0.067
C -0.119 0.165 0.179
C -0.077 0.061 -0.692
N 0.792 -1.090 0.942
N -0.679 0.950 -0.509
N -0.677 0.393 0.773
N 0.786 -0.702 -0.403
C -0.351 0.482 0.070
S 0.026 -0.252 -0.224
C -0.374 0.104 -0.020
C -0.267 -0.025 0.123
O -0.012 0.030 0.146
N 0.640 0.312 0.281
C 0.896 -0.197 -0.861
N -0.416 0.516 1.509
N -0.024 -0.713 -1.474
C 0.702 0.472 0.483
C 0.050 -0.144 -0.333
C 0.141 0.068 0.040
S -0.924 -0.281 0.052
H -0.099 -0.049 -0.039
H -0.071 -0.026 0.084
H -0.100 0.087 0.007
H 0.033 0.004 -0.097
H 0.089 -0.036 -0.034
H -0.091 0.108 0.085
H 0.137 -0.050 0.007
H 0.208 -0.052 -0.004
H -0.050 0.094 0.078
H -0.260 -0.048 0.050
H 0.053 -0.062 0.017
H 0.005 0.067 -0.047
H -0.076 -0.078 -0.002
H 0.016 -0.031 -0.077
H -0.101 -0.005 -0.043

Here are the natural (NBO) charges for atoms 1 to 6, given in e: atom 1 (C): -0.612, atom 2 (C): -0.403, atom 3 (C): -0.221, atom 4 (N): -0.207, atom 5 (N): -0.070, atom 6 (N): -0.056

Entry from the Open Molecules 2025 dataset: a cluster of 2 separate species, C10H15NO in total (ωB97M-V/def2-TZVPD).

The charge is -1. As for the spin multiplicity: 2. The calculation puts the gap between HOMO and LUMO (alpha / beta) at 2.551 / 9.154 eV. The expectation value of S² is 0.7503. As for the HOMO energy (alpha / beta): 1.19 / -5.45 eV. The total energy comes out at -519.97403 hartree.

Element x y z (Å)
1 C 0.225 0.947 3.534
2 C -1.963 0.552 -0.223
3 C -1.738 -0.558 0.636
4 C -1.474 1.762 0.242
5 C -0.886 -0.444 1.724
6 C -0.616 1.867 1.351
7 C -0.490 0.786 2.217
8 H -2.487 0.398 -1.143
9 H -2.152 -1.489 0.304
10 H -1.761 2.651 -0.309
11 H -0.644 -1.409 2.201
12 H -0.223 2.882 1.452
13 H 0.950 1.714 3.491
14 H 0.536 -0.044 3.898
15 H -0.535 1.143 4.300
16 C 1.173 -1.265 -1.306
17 C 0.319 -2.218 -2.135
18 C 1.009 0.087 -1.954
19 O -0.029 0.712 -1.947
20 N 2.179 0.554 -2.544
21 H 0.834 -1.014 -0.288
22 H 2.168 -1.764 -1.255
23 H 0.722 -2.527 -3.109
24 H -0.573 -1.675 -2.442
25 H 2.395 1.526 -2.692
26 H 2.997 -0.001 -2.320
27 H 0.068 -3.172 -1.684

Force components x, y, z for each atom (eV/Å):
C -1.799 -1.888 0.162
C -0.056 -0.958 2.695
C 0.473 1.395 -1.810
C 0.186 0.074 -0.592
C -1.367 -1.394 0.527
C -1.916 0.551 -0.824
C 1.774 0.568 -0.378
H -0.332 0.322 -0.207
H 0.175 -0.641 0.121
H 0.525 0.078 -0.134
H -0.044 0.771 0.327
H 0.098 -0.454 0.847
H 0.994 0.586 0.245
H 0.802 0.370 -0.361
H 0.031 0.675 -0.066
C 0.099 -0.725 -0.273
C -1.016 -0.179 -0.517
C 2.346 1.000 -0.852
O 0.024 -0.110 -0.370
N -0.144 -0.873 0.468
H -0.208 -0.912 -0.173
H -0.223 1.177 0.024
H 0.756 0.433 0.263
H -0.506 -0.269 0.349
H -0.531 0.322 -0.007
H 0.066 0.085 -0.033
H -0.210 -0.006 0.569

Here are the natural (NBO) charges for atoms 1 to 6, given in e: atom 1 (C): -0.699, atom 2 (C): -0.182, atom 3 (C): -0.222, atom 4 (C): -0.196, atom 5 (C): -0.254, atom 6 (C): -0.268

Entry from the Open Molecules 2025 dataset: a cluster of 4 separate species, C10H15NO2 in total (ωB97M-V/def2-TZVPD).

The calculation puts the gap between HOMO and LUMO at 5.762 eV. As for the HOMO energy: -8.42 eV. The total energy comes out at -594.72870 hartree.

Element x y z (Å)
1 C 1.981 -1.323 0.996
2 C 2.374 -0.128 0.095
3 C 1.296 0.212 -0.995
4 C 0.538 2.231 0.168
5 C -0.361 2.881 0.872
6 C -1.612 2.272 1.232
7 C -1.897 1.058 0.572
8 C -1.185 0.339 -0.287
9 C -1.487 -0.777 -1.331
10 C -1.041 -2.261 -0.824
11 H 2.988 -2.554 0.188
12 H 2.654 -1.005 1.993
13 H 0.465 -1.473 1.204
14 H 2.713 0.770 0.493
15 H 3.327 -0.392 -0.577
16 H 1.786 0.585 -1.829
17 H 0.693 -0.868 -1.112
18 H 1.513 2.782 -0.312
19 H -0.195 3.997 1.320
20 H -2.811 -1.065 1.969
21 H -2.657 -0.858 -1.532
22 H -0.858 -0.511 -2.122
23 H 0.096 -2.527 -0.998
24 H -1.306 -2.670 0.295
25 H -1.483 -2.952 -1.575
26 N 0.206 0.994 -0.512
27 O -2.425 2.791 2.021
28 O -3.310 0.451 0.588

Force components x, y, z for each atom (eV/Å):
C 1.558 0.164 1.043
C 0.317 -2.193 -4.172
C -1.809 -4.921 2.509
C 1.835 -0.843 -4.320
C 0.065 3.790 2.367
C -1.579 1.748 2.255
C -6.120 -3.963 -1.237
C 5.023 1.967 -2.279
C -2.305 -1.485 3.995
C 0.895 -1.265 0.221
H -3.008 2.380 2.242
H -2.349 -1.899 -2.074
H 5.055 0.244 -0.602
H 0.138 1.516 1.758
H -1.937 0.134 1.537
H 0.432 0.750 -1.911
H 2.654 2.900 -0.691
H -2.309 -1.702 1.639
H -0.266 -3.035 -1.254
H -1.071 2.100 -1.841
H 2.771 0.630 0.281
H 0.276 0.151 -1.750
H -2.085 0.921 0.668
H 0.373 1.480 -2.854
H -0.184 0.266 0.771
N -2.193 1.058 1.993
O 1.133 -0.553 -1.007
O 4.689 -0.340 2.713

Here are the natural (NBO) charges for atoms 1 to 6, given in e: atom 1 (C): -0.559, atom 2 (C): -0.492, atom 3 (C): -0.238, atom 4 (C): 0.040, atom 5 (C): -0.331, atom 6 (C): 0.382

What did the first record say?
Entry from the Open Molecules 2025 dataset: an isolated molecule of C10H15N5O4 (ωB97M-V/def2-TZVPD).

The calculation puts the gap between HOMO and LUMO at 9.546 eV. As for the SMILES: NC(=O)C[C@H](N)C(=O)N[C@@H](Cc1c[nH]cn1)C(=O)O. As for the HOMO energy: -9.07 eV. The total energy comes out at -964.85978 hartree.

Element x y z (Å)
1 N -3.860 1.866 0.024
2 C -2.915 1.010 -0.402
3 O -1.902 1.266 -0.970
4 C -3.152 -0.415 0.032
5 C -1.872 -1.293 -0.033
6 N -2.168 -2.689 0.132
7 C -0.885 -0.702 1.005
8 O -1.291 -0.144 2.018
9 N 0.435 -1.021 0.842
10 C 1.122 -1.374 -0.402
11 C 1.382 -0.088 -1.271
12 C 2.114 1.042 -0.545
13 C 2.080 2.394 -0.743
14 N 2.810 2.960 0.268
15 C 3.173 1.948 1.071
16 N 2.807 0.787 0.634
17 C 2.460 -2.149 -0.215
18 O 2.754 -3.040 -1.004
19 O 3.254 -1.800 0.771
20 H -3.771 2.763 -0.411
21 H -4.841 1.652 -0.001
22 H -3.936 -0.827 -0.603
23 H -3.536 -0.437 1.054
24 H -1.435 -1.088 -1.051
25 H -1.400 -3.305 0.291
26 H -2.705 -2.761 1.018
27 H 1.001 -0.671 1.595
28 H 0.476 -2.024 -1.075
29 H 0.356 0.172 -1.586
30 H 1.937 -0.338 -2.175
31 H 1.648 2.962 -1.557
32 H 2.984 3.949 0.432
33 H 3.811 2.175 1.934
34 H 3.066 -0.780 0.923

Force components x, y, z for each atom (eV/Å):
N -0.735 1.895 -0.553
C -0.576 -2.841 1.438
O 1.624 1.650 -1.211
C -0.062 -1.212 0.283
C 0.489 2.141 -1.435
N -1.769 -0.052 1.429
C -0.317 -0.821 0.355
O 0.389 -0.140 -0.531
N -0.076 -0.203 -0.266
C 0.038 0.123 -1.117
C -0.131 0.046 0.226
C -1.143 -0.447 0.306
C -0.169 -0.252 -1.106
N -0.361 0.153 -0.009
C 1.739 1.126 1.505
N -0.516 -0.073 -0.656
C -0.298 -1.650 -1.405
O -0.621 1.131 1.013
O -0.339 1.632 0.367
H 0.395 0.702 -0.053
H -0.037 -0.910 0.388
H 0.029 -0.270 -0.154
H 0.016 0.114 -0.031
H -0.395 -0.477 0.855
H 0.962 -0.041 -0.239
H 0.239 -0.116 -0.803
H 0.243 0.095 0.117
H 0.837 0.595 1.178
H 0.553 0.626 0.111
H -0.002 -0.296 -0.013
H 0.025 -0.058 0.284
H -0.117 -0.598 -0.122
H -0.461 -0.471 -0.293
H 0.544 -1.102 0.141

Here are the natural (NBO) charges for atoms 1 to 6, given in e: atom 1 (N): -0.810, atom 2 (C): 0.701, atom 3 (O): -0.616, atom 4 (C): -0.514, atom 5 (C): -0.137, atom 6 (N): -0.814

What did the fourth record say?
Entry from the Open Molecules 2025 dataset: a cluster of 4 separate species, C10H15NO2 in total (ωB97M-V/def2-TZVPD).

The calculation puts the gap between HOMO and LUMO at 5.762 eV. As for the HOMO energy: -8.42 eV. The total energy comes out at -594.72870 hartree.

Element x y z (Å)
1 C 1.981 -1.323 0.996
2 C 2.374 -0.128 0.095
3 C 1.296 0.212 -0.995
4 C 0.538 2.231 0.168
5 C -0.361 2.881 0.872
6 C -1.612 2.272 1.232
7 C -1.897 1.058 0.572
8 C -1.185 0.339 -0.287
9 C -1.487 -0.777 -1.331
10 C -1.041 -2.261 -0.824
11 H 2.988 -2.554 0.188
12 H 2.654 -1.005 1.993
13 H 0.465 -1.473 1.204
14 H 2.713 0.770 0.493
15 H 3.327 -0.392 -0.577
16 H 1.786 0.585 -1.829
17 H 0.693 -0.868 -1.112
18 H 1.513 2.782 -0.312
19 H -0.195 3.997 1.320
20 H -2.811 -1.065 1.969
21 H -2.657 -0.858 -1.532
22 H -0.858 -0.511 -2.122
23 H 0.096 -2.527 -0.998
24 H -1.306 -2.670 0.295
25 H -1.483 -2.952 -1.575
26 N 0.206 0.994 -0.512
27 O -2.425 2.791 2.021
28 O -3.310 0.451 0.588

Force components x, y, z for each atom (eV/Å):
C 1.558 0.164 1.043
C 0.317 -2.193 -4.172
C -1.809 -4.921 2.509
C 1.835 -0.843 -4.320
C 0.065 3.790 2.367
C -1.579 1.748 2.255
C -6.120 -3.963 -1.237
C 5.023 1.967 -2.279
C -2.305 -1.485 3.995
C 0.895 -1.265 0.221
H -3.008 2.380 2.242
H -2.349 -1.899 -2.074
H 5.055 0.244 -0.602
H 0.138 1.516 1.758
H -1.937 0.134 1.537
H 0.432 0.750 -1.911
H 2.654 2.900 -0.691
H -2.309 -1.702 1.639
H -0.266 -3.035 -1.254
H -1.071 2.100 -1.841
H 2.771 0.630 0.281
H 0.276 0.151 -1.750
H -2.085 0.921 0.668
H 0.373 1.480 -2.854
H -0.184 0.266 0.771
N -2.193 1.058 1.993
O 1.133 -0.553 -1.007
O 4.689 -0.340 2.713

Here are the natural (NBO) charges for atoms 1 to 6, given in e: atom 1 (C): -0.559, atom 2 (C): -0.492, atom 3 (C): -0.238, atom 4 (C): 0.040, atom 5 (C): -0.331, atom 6 (C): 0.382

- What is the total energy in the second record?
  -1644.93333 hartree

Repeat the fourth record exactly.
Entry from the Open Molecules 2025 dataset: a cluster of 4 separate species, C10H15NO2 in total (ωB97M-V/def2-TZVPD).

The calculation puts the gap between HOMO and LUMO at 5.762 eV. As for the HOMO energy: -8.42 eV. The total energy comes out at -594.72870 hartree.

Element x y z (Å)
1 C 1.981 -1.323 0.996
2 C 2.374 -0.128 0.095
3 C 1.296 0.212 -0.995
4 C 0.538 2.231 0.168
5 C -0.361 2.881 0.872
6 C -1.612 2.272 1.232
7 C -1.897 1.058 0.572
8 C -1.185 0.339 -0.287
9 C -1.487 -0.777 -1.331
10 C -1.041 -2.261 -0.824
11 H 2.988 -2.554 0.188
12 H 2.654 -1.005 1.993
13 H 0.465 -1.473 1.204
14 H 2.713 0.770 0.493
15 H 3.327 -0.392 -0.577
16 H 1.786 0.585 -1.829
17 H 0.693 -0.868 -1.112
18 H 1.513 2.782 -0.312
19 H -0.195 3.997 1.320
20 H -2.811 -1.065 1.969
21 H -2.657 -0.858 -1.532
22 H -0.858 -0.511 -2.122
23 H 0.096 -2.527 -0.998
24 H -1.306 -2.670 0.295
25 H -1.483 -2.952 -1.575
26 N 0.206 0.994 -0.512
27 O -2.425 2.791 2.021
28 O -3.310 0.451 0.588

Force components x, y, z for each atom (eV/Å):
C 1.558 0.164 1.043
C 0.317 -2.193 -4.172
C -1.809 -4.921 2.509
C 1.835 -0.843 -4.320
C 0.065 3.790 2.367
C -1.579 1.748 2.255
C -6.120 -3.963 -1.237
C 5.023 1.967 -2.279
C -2.305 -1.485 3.995
C 0.895 -1.265 0.221
H -3.008 2.380 2.242
H -2.349 -1.899 -2.074
H 5.055 0.244 -0.602
H 0.138 1.516 1.758
H -1.937 0.134 1.537
H 0.432 0.750 -1.911
H 2.654 2.900 -0.691
H -2.309 -1.702 1.639
H -0.266 -3.035 -1.254
H -1.071 2.100 -1.841
H 2.771 0.630 0.281
H 0.276 0.151 -1.750
H -2.085 0.921 0.668
H 0.373 1.480 -2.854
H -0.184 0.266 0.771
N -2.193 1.058 1.993
O 1.133 -0.553 -1.007
O 4.689 -0.340 2.713

Here are the natural (NBO) charges for atoms 1 to 6, given in e: atom 1 (C): -0.559, atom 2 (C): -0.492, atom 3 (C): -0.238, atom 4 (C): 0.040, atom 5 (C): -0.331, atom 6 (C): 0.382